ORCA calculation (ωB97M-V/def2-TZVPD) on a single C3H6N2O molecule.

## Properties
- lowest unoccupied orbital energy (alpha / beta) (eV) = 0.610 / 0.610
- HOMO energy (alpha / beta) (eV) = -7.04 / -7.04
- 2S+1 = 1
- max |F| (hartree/bohr) = 0.0113

XYZ file:
```
12
C3H6N2O (ωB97M-V/def2-TZVPD)
N 1.671 0.283 -0.520
C 0.598 0.158 0.280
O 0.758 -0.081 1.513
C -0.756 0.303 -0.248
C -1.192 -0.266 -1.370
N -0.502 -0.673 2.012
H 2.601 0.242 -0.130
H 1.536 0.682 -1.435
H -1.385 0.932 0.376
H -0.603 -1.010 -1.899
H -2.199 -0.076 -1.727
H -0.550 -0.173 2.907
```


ORCA calculation (ωB97M-V/def2-TZVPD) on a 2-piece molecular cluster, C3H6N2O overall in a non-equilibrium geometry.

## Properties
- lowest unoccupied orbital energy (eV) = -0.334
- HOMO energy (eV) = -8.29
- 2S+1 = 1
- max |F| (hartree/bohr) = 0.0984

XYZ file:
```
12
C3H6N2O (ωB97M-V/def2-TZVPD)
C -0.972 0.886 -0.211
C -1.030 -0.219 -1.055
N -0.350 -1.233 -0.247
C -0.448 -0.359 0.977
N -0.211 0.977 0.966
H -1.558 1.791 -0.326
H -0.943 -0.288 -2.126
H -0.926 -2.041 -0.068
H -1.180 -0.690 1.741
H 1.611 0.320 0.334
H 2.155 0.263 -1.096
O 2.399 0.092 -0.182
```


ORCA calculation (ωB97M-V/def2-TZVPD) on a single C3H6N2O molecule in a non-equilibrium geometry.

## Properties
- lowest unoccupied orbital energy (eV) = 0.642
- HOMO energy (eV) = -10.02
- 2S+1 = 1
- SMILES = [H]/N=C(/C)NC=O
- max |F| (hartree/bohr) = 0.0552

XYZ file:
```
12
C3H6N2O (ωB97M-V/def2-TZVPD)
C -0.922 -1.011 -0.837
C 0.484 -0.611 -0.541
C -0.213 1.252 1.097
H -1.357 -1.698 0.046
H -0.927 -1.490 -1.900
H -1.520 -0.038 -0.907
H 2.335 -0.842 -0.890
H 1.644 0.458 0.696
H 0.344 1.944 1.811
N 1.450 -1.163 -1.220
N 0.665 0.266 0.572
O -1.426 1.270 0.921
```


ORCA calculation (ωB97M-V/def2-TZVPD) on a single C3H6N2O molecule in a non-equilibrium geometry.

## Properties
- lowest unoccupied orbital energy (eV) = 0.958
- HOMO energy (eV) = -9.78
- 2S+1 = 1
- SMILES = N[C@@H]1CNC1=O
- max |F| (hartree/bohr) = 0.0835

XYZ file:
```
12
C3H6N2O (ωB97M-V/def2-TZVPD)
C -0.411 -0.153 0.312
C 0.137 1.202 -0.181
C 1.001 -0.751 0.037
H -1.512 -1.881 -0.246
H -2.371 -0.647 0.205
H -0.527 -0.085 1.370
H 0.131 1.945 0.593
H -0.255 1.702 -1.092
H 2.469 0.858 -0.353
N -1.531 -0.814 -0.376
N 1.474 0.487 -0.145
O 1.395 -1.864 -0.123
```


ORCA calculation (ωB97M-V/def2-TZVPD) on a 2-piece molecular cluster, C3H6N2O overall in a non-equilibrium geometry.

## Properties
- lowest unoccupied orbital energy (eV) = 0.641
- HOMO energy (eV) = -8.55
- 2S+1 = 1
- SMILES = c1c[nH]cn1.O
- max |F| (hartree/bohr) = 0.0385

XYZ file:
```
12
C3H6N2O (ωB97M-V/def2-TZVPD)
C 0.502 0.032 -0.091
C 1.201 0.604 0.977
N 0.989 -0.117 2.124
C 0.280 -1.167 1.754
N -0.015 -1.120 0.448
H 0.458 0.104 -1.160
H 1.544 1.625 1.016
H -0.040 -2.041 2.306
H -0.576 -1.764 -0.081
H -2.152 1.224 -2.139
H -0.890 1.714 -2.736
O -1.300 0.905 -2.420
```


ORCA calculation (ωB97M-V/def2-TZVPD) on a single C3H6N2O molecule in a non-equilibrium geometry.

## Properties
- lowest unoccupied orbital energy (eV) = 0.848
- HOMO energy (eV) = -9.63
- 2S+1 = 1
- SMILES = O=C1CCNN1
- max |F| (hartree/bohr) = 0.0575

XYZ file:
```
12
C3H6N2O (ωB97M-V/def2-TZVPD)
C 1.297 -0.165 -0.052
C 0.313 1.016 -0.154
C -1.003 0.330 0.284
H 0.191 1.434 -1.188
H 0.624 1.738 0.560
H -1.345 0.422 1.352
H -1.822 0.885 -0.304
H -1.154 -1.018 -1.132
H 0.762 -2.072 0.721
N -0.894 -1.067 -0.101
N 0.514 -1.348 -0.046
O 2.514 -0.154 0.060
```


ORCA calculation (ωB97M-V/def2-TZVPD) on a single C3H6N2O molecule in a non-equilibrium geometry.

## Properties
- lowest unoccupied orbital energy (eV) = 0.952
- HOMO energy (eV) = -9.80
- 2S+1 = 1
- SMILES = NC(=O)N1CC1
- max |F| (hartree/bohr) = 0.0403

XYZ file:
```
12
C3H6N2O (ωB97M-V/def2-TZVPD)
C 0.794 -0.181 -0.126
C -1.599 -0.655 0.089
C -1.438 0.861 0.258
H 1.261 1.871 -0.339
H 2.504 0.785 0.223
H -2.415 -1.109 -0.539
H -1.303 -1.241 1.040
H -2.083 1.547 -0.325
H -1.064 1.313 1.216
N 1.534 0.969 0.071
N -0.523 0.038 -0.596
O 1.185 -1.295 0.134
```


ORCA calculation (ωB97M-V/def2-TZVPD) on a single C3H6N2O molecule in a non-equilibrium geometry.

## Properties
- lowest unoccupied orbital energy (eV) = 0.791
- HOMO energy (eV) = -10.02
- 2S+1 = 1
- SMILES = CN1C(=O)N1C
- max |F| (hartree/bohr) = 0.1911

XYZ file:
```
12
C3H6N2O (ωB97M-V/def2-TZVPD)
C -1.690 -0.123 0.436
C -0.090 1.773 0.354
C -0.074 -1.831 -0.359
N -0.458 0.409 0.717
N -0.772 -0.567 -0.389
O -3.058 -0.177 0.825
H 0.899 1.647 0.173
H -0.533 2.136 -0.533
H -0.538 2.507 1.121
H 0.937 -1.560 -0.842
H -0.014 -2.127 0.600
H -0.761 -2.625 -0.729
```


ORCA calculation (ωB97M-V/def2-TZVPD) on a single C3H6N2O molecule in a non-equilibrium geometry.

## Properties
- lowest unoccupied orbital energy (eV) = 0.858
- HOMO energy (eV) = -9.60
- 2S+1 = 1
- SMILES = [H]/N=C/NC(C)=O
- max |F| (hartree/bohr) = 0.0709

XYZ file:
```
12
C3H6N2O (ωB97M-V/def2-TZVPD)
C 0.836 -1.518 1.157
C 0.032 -0.356 0.667
O -1.111 -0.584 1.019
N 0.301 0.567 -0.306
C -0.743 1.169 -0.980
N -0.471 2.012 -1.880
H 0.181 -2.378 1.363
H 1.544 -1.713 0.373
H 1.273 -1.225 2.100
H 1.223 0.848 -0.595
H -1.721 0.827 -0.648
H -1.344 2.350 -2.270
```


ORCA calculation (ωB97M-V/def2-TZVPD) on a single C3H6N2O molecule in a non-equilibrium geometry.

## Properties
- lowest unoccupied orbital energy (eV) = 0.725
- HOMO energy (eV) = -8.43
- 2S+1 = 1
- SMILES = [H]/N=C\NC(=C)O
- max |F| (hartree/bohr) = 0.0308

XYZ file:
```
12
C3H6N2O (ωB97M-V/def2-TZVPD)
C 1.058 0.684 -1.077
C 0.889 -0.161 -0.049
C -1.513 0.195 0.158
O 1.894 -0.808 0.605
N -0.296 -0.298 0.631
N -2.656 -0.129 0.578
H 2.732 -0.626 0.166
H -0.289 -1.000 1.361
H -2.667 -0.883 1.262
H 0.265 1.090 -1.672
H 2.048 0.910 -1.432
H -1.466 1.027 -0.532
```


ORCA calculation (ωB97M-V/def2-TZVPD) on a 2-piece molecular cluster, C3H6N2O overall in a non-equilibrium geometry.

## Properties
- lowest unoccupied orbital energy (eV) = 0.786
- HOMO energy (eV) = -10.30
- 2S+1 = 1
- SMILES = [H]/N=C/C.N=C=O
- max |F| (hartree/bohr) = 0.0237

XYZ file:
```
12
C3H6N2O (ωB97M-V/def2-TZVPD)
C -0.053 1.017 3.010
C 0.529 -0.400 -1.413
C -0.952 -0.434 -1.419
N -0.116 0.188 2.160
N 1.174 -0.057 -0.391
O -0.113 1.714 3.934
H 1.000 -0.691 -2.356
H -1.324 0.105 -2.286
H -1.358 -0.005 -0.508
H -1.288 -1.467 -1.511
H 0.313 0.087 1.243
H 2.188 -0.056 -0.464
```


ORCA calculation (ωB97M-V/def2-TZVPD) on a 2-piece molecular cluster, C3H6N2O overall in a non-equilibrium geometry.

## Properties
- lowest unoccupied orbital energy (eV) = 0.720
- HOMO energy (eV) = -7.65
- 2S+1 = 1
- max |F| (hartree/bohr) = 0.0334

XYZ file:
```
12
C3H6N2O (ωB97M-V/def2-TZVPD)
C -1.419 -0.950 0.626
N -0.078 -0.421 0.777
C 0.597 0.310 -0.092
N 0.132 0.677 -1.268
C 2.378 1.302 -0.450
O 3.154 1.246 0.408
H -2.144 -0.136 0.514
H -1.678 -1.528 1.515
H -1.476 -1.607 -0.249
H 0.417 -0.616 1.634
H -0.764 0.485 -1.701
H 0.883 1.238 -1.714
```


ORCA calculation (ωB97M-V/def2-TZVPD) on a single C3H6N2O molecule.

## Properties
- lowest unoccupied orbital energy (eV) = 0.736
- HOMO energy (eV) = -7.79
- 2S+1 = 1
- max |F| (hartree/bohr) = 0.0062

XYZ file:
```
12
C3H6N2O (ωB97M-V/def2-TZVPD)
N 1.718 -0.107 0.627
C 0.784 0.297 -0.225
C -0.839 -0.865 -1.094
O -1.455 0.289 -0.598
C -0.508 0.737 0.290
N -0.694 1.383 1.366
H 2.693 -0.107 0.368
H 1.505 -0.184 1.616
H 0.522 -0.265 -1.253
H -1.105 -1.051 -2.136
H -0.936 -1.734 -0.441
H -1.683 1.606 1.480
```


ORCA calculation (ωB97M-V/def2-TZVPD) on a single C3H6N2O molecule in a non-equilibrium geometry.

## Properties
- lowest unoccupied orbital energy (eV) = 0.758
- HOMO energy (eV) = -9.89
- 2S+1 = 1
- SMILES = C[C@@H](C#N)ON
- max |F| (hartree/bohr) = 0.0489

XYZ file:
```
12
C3H6N2O (ωB97M-V/def2-TZVPD)
C -0.734 0.638 1.754
C 1.053 -0.630 0.351
C -0.361 -0.004 0.341
N -1.093 1.151 2.729
N -1.236 1.175 -1.710
O -0.239 1.058 -0.697
H 1.528 -0.381 -0.634
H 1.773 -0.275 1.171
H 1.212 -1.724 0.397
H -1.094 -0.720 0.048
H -1.839 1.928 -1.374
H -1.798 0.364 -1.926
```


ORCA calculation (ωB97M-V/def2-TZVPD) on a 2-piece molecular cluster, C3H6N2O overall in a non-equilibrium geometry.

## Properties
- lowest unoccupied orbital energy (alpha / beta) (eV) = 0.808 / -1.598
- HOMO energy (alpha / beta) (eV) = -8.68 / -10.37
- ⟨S²⟩ = 2.010
- 2S+1 = 3
- max |F| (hartree/bohr) = 0.0954

XYZ file:
```
12
C3H6N2O (ωB97M-V/def2-TZVPD)
C -0.939 -1.597 -0.056
C 2.804 -0.030 -0.334
C -2.016 0.704 -0.031
N -0.177 -0.834 -0.704
N -1.015 -0.252 0.270
O -1.401 -2.609 0.343
H 2.751 -1.049 0.041
H 2.559 0.073 -1.355
H 2.803 0.607 0.481
H -1.953 0.883 -1.121
H -2.876 0.088 0.219
H -1.932 1.736 0.414
```


ORCA calculation (ωB97M-V/def2-TZVPD) on C3H6N2O as an isolated structure in a non-equilibrium geometry.

## Properties
- lowest unoccupied orbital energy (alpha / beta) (eV) = 0.370 / -2.850
- HOMO energy (alpha / beta) (eV) = -6.04 / -10.41
- ⟨S²⟩ = 2.014
- 2S+1 = 3
- max |F| (hartree/bohr) = 0.1642

XYZ file:
```
12
C3H6N2O (ωB97M-V/def2-TZVPD)
C 1.853 0.226 -0.065
C -0.176 1.454 0.249
C 0.466 0.099 -0.255
N 2.916 0.621 0.108
N -1.121 -1.776 -0.203
O -0.228 -1.247 0.706
H -0.303 1.231 1.373
H 0.407 2.399 0.117
H -1.154 1.316 -0.272
H 0.159 -0.026 -1.292
H -2.082 -1.625 -0.139
H -0.737 -2.672 -0.326
```


ORCA calculation (ωB97M-V/def2-TZVPD) on a single C3H6N2O2 molecule.

## Properties
- lowest unoccupied orbital energy (eV) = 0.882
- HOMO energy (eV) = -10.04
- 2S+1 = 1
- SMILES = [H]/N=C/OCC(N)=O
- max |F| (hartree/bohr) = 0.0081

XYZ file:
```
13
C3H6N2O2 (ωB97M-V/def2-TZVPD)
N -1.953 -0.301 -0.715
C -1.036 0.119 0.198
O -0.944 1.272 0.571
C -0.136 -0.966 0.788
O 1.233 -0.610 0.768
C 1.679 0.523 0.171
N 1.558 0.758 -1.061
H -2.396 0.428 -1.256
H -1.878 -1.207 -1.147
H -0.275 -1.943 0.312
H -0.396 -1.069 1.848
H 2.188 1.155 0.901
H 2.014 1.648 -1.261
```


ORCA calculation (ωB97M-V/def2-TZVPD) on a single C3H6N2O2 molecule.

## Properties
- lowest unoccupied orbital energy (eV) = 0.812
- HOMO energy (eV) = -9.81
- 2S+1 = 1
- SMILES = [H]/N=C/OCC(N)=O
- max |F| (hartree/bohr) = 0.0068

XYZ file:
```
13
C3H6N2O2 (ωB97M-V/def2-TZVPD)
N 1.639 0.379 0.210
C 0.712 0.937 1.028
O 0.976 1.613 2.006
C -0.746 0.678 0.639
O -1.087 -0.710 0.540
C -0.925 -1.321 -0.634
N -0.343 -0.801 -1.634
H 2.606 0.615 0.373
H 1.354 0.014 -0.691
H -0.982 1.172 -0.309
H -1.360 1.079 1.443
H -1.362 -2.321 -0.586
H -0.355 -1.438 -2.426
```


ORCA calculation (ωB97M-V/def2-TZVPD) on a single C3H6N2O2 molecule in a non-equilibrium geometry.

## Properties
- lowest unoccupied orbital energy (eV) = 0.801
- HOMO energy (eV) = -9.58
- 2S+1 = 1
- SMILES = O=NN1CCOC1
- max |F| (hartree/bohr) = 0.0463

XYZ file:
```
13
C3H6N2O2 (ωB97M-V/def2-TZVPD)
C 0.273 1.102 -0.216
C 1.421 0.191 0.275
C -0.315 -1.198 -0.106
H 0.494 1.504 -1.231
H 0.048 1.935 0.432
H 2.388 0.543 -0.126
H 1.515 0.215 1.361
H -0.737 -1.656 0.760
H -0.542 -1.763 -0.985
N -2.025 0.523 0.086
N -0.795 0.147 -0.216
O -2.812 -0.447 0.081
O 1.089 -1.099 -0.115
```


ORCA calculation (ωB97M-V/def2-TZVPD) on a 2-piece molecular cluster, C3H6N2O2 overall in a non-equilibrium geometry.

## Properties
- lowest unoccupied orbital energy (eV) = 0.997
- HOMO energy (eV) = -9.90
- 2S+1 = 1
- SMILES = CC(=O)ON.C#N
- max |F| (hartree/bohr) = 0.1013

XYZ file:
```
13
C3H6N2O2 (ωB97M-V/def2-TZVPD)
C -2.900 0.821 0.290
C 0.217 1.155 -0.029
C 0.970 0.378 0.917
N -3.082 -0.254 0.598
N -0.450 -0.994 -0.739
O 0.100 2.338 -0.175
O -0.440 0.377 -0.965
H -3.098 1.830 -0.111
H -1.400 -1.296 -0.368
H 1.583 -0.328 0.327
H 0.396 -0.154 1.656
H 1.707 1.026 1.448
H -0.301 -1.429 -1.553
```


| no. | DFT total energy (Eh) |
| --- | --- |
| 1 | -302.513574 |
| 2 | -302.485016 |
| 3 | -302.646478 |
| 4 | -302.627973 |
| 5 | -302.651279 |
| 6 | -302.624773 |
| 7 | -302.639603 |
| 8 | -302.490358 |
| 9 | -302.647196 |
| 10 | -302.631046 |
| 11 | -302.657584 |
| 12 | -302.586038 |
| 13 | -302.532344 |
| 14 | -302.546354 |
| 15 | -302.433759 |
| 16 | -302.376878 |
| 17 | -377.892298 |
| 18 | -377.914226 |
| 19 | -377.801661 |
| 20 | -377.815377 |